<w>
8
Properties=species:S:1:pos:R:3 method="wB97M-V/def2-TZVPD" e_homo_ev=-9.5 smiles=BrN1CC1 mol_weight_g_mol=121.965
Br -2.94419 -0.00012 0.04995
N -1.20754 -0.02061 -0.71706
C -0.17644 0.75518 -0.14547
C -0.14305 -0.72390 -0.13409
H -0.34073 0.92761 1.02547
H -0.35765 -1.08607 0.91276
H 0.51532 -1.32218 -0.78978
H 0.45760 1.35557 -0.69775

---

<x>
8
Properties=species:S:1:pos:R:3 method="wB97M-V/def2-TZVPD" e_homo_ev=-9.2 smiles="C/N=C/Br" mol_weight_g_mol=121.965
Br -2.97500 -0.05864 0.06883
N -0.27095 0.60279 0.08238
C -1.24978 -0.44571 -0.06211
C 1.07026 0.34987 0.13721
H -1.04449 -1.37483 -0.54447
H 1.59506 1.39420 0.32231
H 1.36558 -0.06337 -0.82826
H 1.50932 -0.40428 0.82410

---

Which one is most stable, and which one is least stable? <x> is the most stable of them, while <w> is the least stable.

---

<w>
8
Properties=species:S:1:pos:R:3 method="wB97M-V/def2-TZVPD" e_homo_ev=-9.6 mol_weight_g_mol=121.965
Br -1.80853 0.19745 -1.13672
N 0.72461 -0.01239 0.33857
C 0.33974 -0.98901 0.91757
C 0.03280 0.65471 -0.78073
H 0.60181 0.54562 -1.69148
H -0.69146 -1.32461 0.65243
H 0.93988 -1.35341 1.74646
H -0.13885 2.28164 -0.04610

---

<x>
8
Properties=species:S:1:pos:R:3 method="wB97M-V/def2-TZVPD" e_homo_ev=-9.8 smiles="[H]/N=C(/C)Br" mol_weight_g_mol=121.965
Br 1.35121 -0.46885 -1.70451
N -0.59095 -1.51352 0.15105
C 0.10441 -0.38061 -0.16086
C -0.03157 0.91102 0.44173
H 0.75253 1.04704 1.08823
H -0.94560 1.04303 1.05997
H -0.72264 -2.24712 -0.51822
H 0.08260 1.60901 -0.35739

---

Which one is most stable, and which one is least stable? <x> is the most stable of them, while <w> is the least stable.